{
  "formula": "C50H93F9INO14S",
  "method": "the ωB97M-V functional and the def2-TZVPD basis",
  "symbols": ["C", "C", "C", "C", "C", "N", "C", "O", "C", "C", "C", "C", "C", "C", "O", "C", "C", "O", "C", "C", "S", "O", "O", "C", "F", "F", "C", "F", "F", "C", "F", "F", "C", "F", "F", "F", "C", "C", "C", "C", "I", "C", "C", "O", "H", "H", "H", "H", "H", "H", "H", "H", "H", "H", "H", "H", "H", "H", "H", "H", "H", "H", "H", "H", "H", "H", "H", "H", "H", "H", "H", "H", "H", "C", "C", "C", "O", "H", "H", "H", "H", "H", "H", "H", "H", "C", "C", "C", "O", "H", "H", "H", "H", "H", "H", "H", "H", "C", "C", "C", "O", "H", "H", "H", "H", "H", "H", "H", "H", "C", "C", "C", "O", "H", "H", "H", "H", "H", "H", "H", "H", "C", "C", "C", "O", "H", "H", "H", "H", "H", "H", "H", "H", "C", "C", "C", "O", "H", "H", "H", "H", "H", "H", "H", "H", "C", "C", "C", "O", "H", "H", "H", "H", "H", "H", "H", "H", "C", "C", "C", "O", "H", "H", "H", "H", "H", "H", "H", "H"],
  "positions_angstrom": [[-0.51, 4.74, -4.20], [-1.43, 5.27, -3.08], [-1.97, 4.11, -2.24], [-2.58, 4.48, -0.88], [-1.73, 5.42, -0.03], [-2.91, 3.24, -0.10], [-3.07, 2.03, -0.84], [-4.00, 1.78, -1.54], [-1.92, 1.14, -0.48], [-1.41, 0.03, -1.15], [-1.99, -0.47, -2.45], [-2.12, -1.99, -2.59], [-2.03, -2.40, -4.07], [-0.59, -2.44, -4.55], [-0.58, -2.46, -5.99], [0.52, -1.88, -6.54], [0.30, -0.49, -7.06], [1.57, -2.45, -6.61], [-0.24, -0.52, -0.59], [0.32, 0.00, 0.58], [1.80, -0.83, 1.09], [1.96, -2.02, 0.31], [1.91, -0.87, 2.52], [3.14, 0.33, 0.41], [2.58, 1.55, 0.26], [3.49, -0.12, -0.80], [4.40, 0.53, 1.29], [5.14, 1.50, 0.73], [4.00, 0.95, 2.50], [5.32, -0.71, 1.51], [6.33, -0.29, 2.29], [4.63, -1.66, 2.16], [5.95, -1.37, 0.23], [7.10, -1.96, 0.58], [5.13, -2.31, -0.25], [6.20, -0.47, -0.72], [-0.22, 1.10, 1.29], [0.37, 1.65, 2.56], [-0.16, 1.01, 3.87], [-1.08, -0.20, 3.71], [-1.13, 2.46, 5.12], [-1.35, 1.65, 0.68], [-2.13, 2.88, 1.04], [-2.21, 3.43, 2.10], [0.53, 4.74, -3.85], [-0.75, 3.71, -4.46], [-0.54, 5.37, -5.09], [-0.86, 5.97, -2.48], [-2.25, 5.83, -3.53], [-1.17, 3.37, -2.12], [-2.77, 3.64, -2.82], [-3.52, 5.01, -1.07], [-0.74, 5.01, 0.19], [-2.23, 5.63, 0.92], [-1.61, 6.38, -0.54], [-2.97, -0.02, -2.59], [-1.35, -0.10, -3.27], [-3.10, -2.31, -2.22], [-1.36, -2.53, -2.02], [-2.49, -3.38, -4.24], [-2.59, -1.67, -4.65], [-0.08, -3.32, -4.17], [-0.03, -1.56, -4.21], [-0.24, 0.11, -6.32], [1.25, -0.04, -7.31], [-0.32, -0.53, -7.96], [0.24, -1.35, -1.09], [1.45, 1.53, 2.54], [0.18, 2.73, 2.58], [0.70, 0.71, 4.45], [-0.52, -1.04, 3.31], [-1.48, -0.50, 4.68], [-1.93, 0.02, 3.05], [-6.08, -3.96, -5.84], [-4.87, -4.72, -6.36], [-5.26, -6.04, -6.99], [-3.92, -4.92, -5.31], [-6.59, -4.54, -5.07], [-5.77, -3.01, -5.40], [-6.79, -3.75, -6.64], [-4.34, -4.11, -7.10], [-5.75, -6.68, -6.25], [-4.38, -6.57, -7.36], [-5.95, -5.90, -7.82], [-4.34, -5.46, -4.63], [9.14, -5.32, 3.06], [9.17, -4.20, 4.09], [8.95, -2.84, 3.45], [10.39, -4.22, 4.82], [9.94, -5.18, 2.33], [9.29, -6.29, 3.54], [8.19, -5.35, 2.52], [8.39, -4.38, 4.83], [9.74, -2.63, 2.73], [8.96, -2.05, 4.20], [7.99, -2.80, 2.92], [11.11, -4.07, 4.19], [-3.95, -2.92, 7.57], [-2.51, -2.41, 7.51], [-1.89, -2.30, 8.89], [-2.46, -1.15, 6.83], [-4.57, -2.22, 8.15], [-4.37, -2.99, 6.57], [-4.00, -3.90, 8.05], [-1.92, -3.09, 6.89], [-2.45, -1.59, 9.51], [-0.86, -1.94, 8.82], [-1.89, -3.26, 9.41], [-2.97, -0.52, 7.34], [-4.20, 5.82, 4.30], [-2.75, 6.28, 4.24], [-2.17, 6.51, 5.63], [-2.63, 7.46, 3.44], [-4.82, 6.58, 4.78], [-4.58, 5.65, 3.29], [-4.29, 4.89, 4.86], [-2.16, 5.53, 3.72], [-2.71, 7.29, 6.16], [-1.13, 6.82, 5.55], [-2.21, 5.59, 6.22], [-3.15, 8.16, 3.87], [-4.57, 2.25, -5.70], [-3.16, 1.91, -6.16], [-3.08, 1.74, -7.67], [-2.70, 0.72, -5.50], [-5.26, 1.45, -5.97], [-4.60, 2.36, -4.62], [-4.92, 3.18, -6.16], [-2.47, 2.69, -5.84], [-3.73, 0.92, -7.99], [-2.06, 1.50, -7.98], [-3.39, 2.65, -8.18], [-3.29, 0.00, -5.76], [5.80, -6.24, -1.58], [5.70, -6.64, -0.12], [5.58, -5.43, 0.79], [6.81, -7.45, 0.26], [6.69, -5.63, -1.74], [5.88, -7.13, -2.21], [4.93, -5.66, -1.90], [4.82, -7.29, 0.02], [6.46, -4.80, 0.69], [5.50, -5.73, 1.83], [4.70, -4.83, 0.53], [7.61, -6.91, 0.16], [-1.50, 4.55, -9.79], [-1.33, 5.83, -9.00], [-1.79, 7.05, -9.79], [0.02, 5.99, -8.58], [-0.90, 4.58, -10.70], [-1.18, 3.69, -9.21], [-2.55, 4.40, -10.08], [-1.91, 5.77, -8.07], [-1.20, 7.16, -10.70], [-1.67, 7.96, -9.20], [-2.84, 6.96, -10.08], [0.57, 6.06, -9.37], [0.19, -0.80, 11.83], [0.22, -2.07, 12.67], [1.52, -2.20, 13.45], [0.01, -3.21, 11.85], [0.99, -0.82, 11.09], [-0.76, -0.72, 11.29], [0.31, 0.09, 12.45], [-0.62, -2.06, 13.37], [2.37, -2.25, 12.75], [1.52, -3.11, 14.04], [1.67, -1.34, 14.11], [0.74, -3.25, 11.21]],
  "mol_weight_da": 1262.24,
  "homo_energy_ev": -9.0,
  "gap_ev": 8.1,
  "smiles": "CCC[C@H](C)N1C(=O)c2c(CCCCOC(C)=O)cc(S(=O)(=O)C(F)(F)C(F)(F)C(F)(F)C(F)(F)F)c(C[C@H](C)I)c2C1=O.CC(C)O.CC(C)O.CC(C)O.CC(C)O.CC(C)O.CC(C)O.CC(C)O.CC(C)O",
  "e_tot_ev": -126906.5803,
  "e_lumo_ev": -0.910
}